(1)
A 11-piece molecular cluster, C4H30N8O11 overall at a distorted geometry, computed with ωB97M-V/def2-TZVPD.

The geometry in XYZ format:
```
53
Properties=species:S:1:pos:R:3:forces:R:3
N -9.96155 -14.55601 -7.82026 -0.6869 1.0412 -4.4012
C -9.68156 -14.86390 -6.60735 -1.9584 -3.3743 0.8851
N -8.95570 -14.03288 -5.98235 3.1828 3.4198 3.2333
O -10.09955 -15.84167 -6.01894 -1.0040 -1.8193 0.4796
H -10.61443 -15.12122 -8.34409 0.2835 0.3732 -0.0628
H -9.62163 -13.64253 -8.08504 -0.6929 -0.3290 -0.8962
H -9.02325 -14.26458 -5.00161 0.9588 0.8177 0.0933
H -8.47896 -13.25094 -6.40826 -0.0685 -0.1025 0.6757
N -11.64742 -10.00006 -14.04209 2.2199 4.3044 -1.2634
C -12.42469 -11.03102 -13.91542 -1.1165 -2.9720 -4.2409
N -12.26354 -11.48892 -12.69743 -0.9512 -1.6842 2.9479
O -12.95820 -11.55447 -14.92533 0.0975 0.4911 2.3038
H -11.44334 -9.43543 -13.22991 0.1796 0.1995 -0.6488
H -11.42123 -9.69339 -14.97745 -0.2379 0.2739 0.3759
H -12.74366 -12.30821 -12.35342 0.2344 0.3515 0.0161
H -11.55230 -10.98727 -12.18501 -0.4076 -0.9733 0.5392
N -15.05923 -21.92515 -5.51356 -4.8668 -4.1211 -0.3775
C -14.08522 -21.12652 -5.45369 3.1200 1.7074 1.2396
N -14.18666 -20.08742 -6.24671 -0.1395 2.3474 -1.8664
O -13.17104 -21.30298 -4.70004 2.5374 -0.2710 1.5933
H -15.89814 -21.60532 -5.97623 -0.1138 -0.9341 0.4091
H -14.99212 -22.69664 -4.86518 -0.6500 0.0472 -0.3131
H -13.56788 -19.32559 -6.00828 -0.4610 0.1664 -0.4497
H -15.10263 -20.00642 -6.66450 0.5900 1.0662 -0.2164
N -10.29743 -13.30807 -1.63738 -2.4919 -2.4911 -5.0282
C -9.70616 -13.19661 -0.50981 1.5637 1.9961 3.0979
N -9.15122 -14.28267 0.04988 0.5157 -2.1051 -0.0823
O -9.65342 -12.08405 -0.05523 0.4663 1.9618 2.2213
H -10.89752 -12.54966 -1.92861 0.3329 -0.1852 0.1240
H -10.54343 -14.24409 -1.92624 -0.3140 0.2519 -0.3910
H -8.82479 -14.36067 1.00250 -0.0820 0.5829 -0.4368
H -9.01149 -15.07810 -0.55663 -0.0002 -0.0462 0.4509
O -7.26203 -9.76570 -5.52863 0.1079 -0.1481 0.0721
H -8.21565 -9.72428 -5.60036 -0.2788 0.0115 0.0779
H -6.94310 -9.39056 -6.34947 0.1489 0.1212 -0.1543
O -9.56170 -10.60560 -9.17898 -0.0943 -0.2601 0.0176
H -9.91719 -9.73884 -8.98255 -0.1665 0.2224 0.0953
H -8.66090 -10.43837 -9.45614 0.2580 0.0020 -0.1245
O -5.91761 -15.95093 -9.09303 0.1238 -0.1150 -0.1590
H -5.74336 -15.01667 -8.97891 0.1644 0.3192 0.1085
H -6.80411 -16.07296 -8.75326 -0.2498 -0.1443 0.1025
O -9.26818 -20.00201 -7.58821 0.0348 -0.1014 -0.2529
H -9.63273 -19.17583 -7.27078 -0.1177 0.2704 0.0937
H -8.87395 -20.40360 -6.81390 0.0677 -0.1207 0.1889
O -10.87580 -18.64565 -11.58337 0.1105 -0.1669 0.0338
H -10.80908 -18.24790 -12.45145 0.0511 0.0662 -0.2308
H -11.52017 -18.10863 -11.12222 -0.2288 0.1495 0.2136
O -4.47897 -12.64206 -8.07372 -0.2761 -0.1707 0.0614
H -3.56516 -12.75593 -8.33491 0.2770 -0.1063 -0.0287
H -4.75008 -11.82783 -8.49768 -0.0473 0.2057 -0.0811
O -13.85184 -16.75560 -9.81615 0.2978 0.0484 0.0440
H -14.39778 -17.53923 -9.75203 -0.0920 -0.2595 0.0392
H -14.40157 -16.11659 -10.26968 -0.1301 0.1855 -0.1284
```
Positions in Å, forces in eV/Å.

Summary:
Energy relative to the best compared isomer or geometry (same formula, charge and spin)   103.64 kcal per mole
SMILES string   NC(N)=O.NC(N)=O.NC(N)=O.NC(N)=O.O.O.O.O.O.O.O
HOMO   -0.351 hartree
Gap between HOMO and LUMO   8.89 eV
Energy   -1436.11547 hartree
LUMO energy   -0.025 Eh
Maximum force   6.4 eV Å⁻¹

Results of the natural (NBO) charge analysis, in e, for atoms 1 through 4: -0.8164 0.7325 -0.8246 -0.7095

(2)
C30H34AsGaIN5O2S as an isolated structure at a distorted geometry, computed with ωB97M-V/def2-TZVPD.

The geometry in XYZ format:
```
75
Properties=species:S:1:pos:R:3:forces:R:3
Ga -0.41540 -0.41270 -0.15410 -0.8210 -0.4017 0.3447
C -2.00400 3.86980 -1.14070 0.0817 -0.0902 -0.1100
C -2.37660 3.25060 0.16110 0.0836 -0.2832 -0.1706
N -3.26440 3.86260 0.89990 0.0801 0.4119 -0.4461
C -3.60310 3.40800 2.10140 -0.0139 -0.5644 0.6566
C -3.04420 2.28160 2.66240 -0.0786 0.1390 -0.0890
C -3.42390 1.81770 4.05190 -0.2627 0.0331 -0.2583
O -2.32000 1.80920 4.93350 0.2486 -0.0201 0.3085
C -2.10010 1.55740 1.87790 -0.3326 0.5694 -0.6321
C -1.30540 0.56810 2.51290 0.4419 -0.1417 0.2373
N -0.46650 -0.25970 1.95780 -0.4184 0.1886 -0.8654
C 0.44080 -0.87790 2.84070 0.4979 -0.3807 0.5937
C 0.03270 -1.43220 4.05710 0.0103 -0.0130 -0.2749
C 0.95770 -1.95860 4.94110 -0.0169 0.0298 -0.0379
C 2.31090 -1.91890 4.64290 -0.0324 0.0128 -0.0278
C 2.73920 -1.38600 3.43680 0.0702 -0.0249 -0.0684
C 1.80240 -0.89320 2.55020 -0.0957 0.2767 -0.5815
I 2.42540 -0.10870 0.66490 -0.0386 -0.1969 0.6205
C -1.78490 2.02170 0.57650 -0.1557 -0.2951 0.5034
O -0.96810 1.37360 -0.23520 0.0912 0.3756 -0.2256
H -2.78460 4.55620 -1.45280 -0.0144 0.0166 -0.0172
H -1.07890 4.43450 -1.01780 0.0816 0.0125 -0.0978
H -1.84330 3.10380 -1.89700 0.0429 0.0549 -0.1115
H -4.34790 3.99450 2.62130 -0.0725 -0.0547 0.1688
H -4.23460 2.44020 4.43900 0.0042 -0.0816 -0.0706
H -3.78690 0.78430 4.01280 -0.0358 0.1381 0.0489
H -2.18300 2.69010 5.29570 0.0067 0.0376 0.0020
H -1.30850 0.62750 3.60120 0.0351 -0.0978 -0.0548
H -1.01980 -1.45200 4.30310 -0.0790 -0.0139 0.0257
H 0.61340 -2.39460 5.86670 0.0133 -0.0004 0.0779
H 3.03570 -2.29880 5.34390 0.0910 -0.0675 0.0683
H 3.78940 -1.34460 3.19560 0.1110 -0.0457 -0.0061
C -0.48620 -0.02000 -4.22120 -0.0308 0.0240 0.0750
As 0.56470 -0.19270 -2.58140 0.0907 -0.1833 -0.0407
C 1.70570 1.37200 -2.76630 -0.0105 0.0445 0.0489
C 1.72600 -1.75710 -2.93870 -0.0891 0.0957 0.0159
C 2.44480 -1.68260 -4.25170 0.0901 -0.0057 -0.0672
C 3.67010 -1.03050 -4.34360 -0.0574 -0.0260 0.0888
C 4.38520 -1.03470 -5.52760 0.0384 0.0566 0.0350
C 3.88430 -1.69150 -6.63880 -0.0013 0.0020 -0.0112
C 2.65950 -2.33380 -6.56230 -0.0214 0.0083 -0.0664
C 1.94170 -2.32630 -5.37840 -0.0621 0.0158 0.0945
H 0.23440 0.18040 -5.01740 -0.0305 -0.0526 0.0792
H -1.18140 0.81890 -4.15660 0.0843 -0.0708 0.1117
H -1.03100 -0.93190 -4.46780 0.0932 0.0554 0.1226
H 2.13930 1.37000 -3.76970 -0.0388 -0.1194 0.1277
H 2.51000 1.38320 -2.02980 -0.0624 -0.0292 -0.0487
H 1.10470 2.27470 -2.64410 -0.0313 -0.1287 0.0605
H 1.08250 -2.64270 -2.91400 0.0655 0.2005 0.1221
H 2.44620 -1.81780 -2.11550 -0.2008 0.0030 -0.0214
H 4.08570 -0.55080 -3.46690 0.0646 0.0552 0.0639
H 5.34290 -0.54160 -5.56950 0.1236 0.0560 -0.0495
H 4.45400 -1.71710 -7.55410 0.0377 0.0169 -0.1020
H 2.27180 -2.85580 -7.42360 -0.0511 -0.0440 -0.0689
H 0.99820 -2.85450 -5.32160 -0.0718 -0.0497 0.0209
N -2.94970 -2.05910 0.76560 -0.2866 -0.1218 0.2120
N -2.73040 -0.89630 -0.04340 0.1912 0.0994 -0.1936
H -3.94110 -2.29100 0.84110 0.2024 0.2115 -0.0587
H -2.59770 -1.87850 1.70260 -0.0382 0.0522 -0.2122
H -3.29230 -0.08630 0.25410 0.3106 -0.2793 -0.0337
H -3.05080 -1.12880 -0.98540 0.1052 -0.0048 0.2527
S 0.19430 -5.02150 0.40160 -0.2171 0.2752 -0.2749
C 0.25540 -3.34680 0.68460 0.0732 -0.1234 -0.0802
N -0.30770 -2.57810 -0.20950 0.3708 0.9064 0.4723
C -0.86800 -3.32360 -1.22350 -0.2664 -0.7923 -0.4366
C -1.56380 -2.84510 -2.33540 -0.0401 0.1138 0.1627
C -2.04860 -3.74810 -3.25710 0.0326 0.1649 0.0047
C -1.85820 -5.12210 -3.09420 0.0674 -0.0948 0.0924
C -1.17540 -5.61740 -2.00310 -0.0323 0.0007 -0.0891
C -0.68730 -4.71070 -1.06880 0.1219 0.4158 0.1696
H 0.74750 -2.95860 1.55870 0.0791 0.0408 0.1222
H -1.71870 -1.77690 -2.45120 -0.0303 -0.1827 -0.1496
H -2.57980 -3.39510 -4.12740 -0.0942 0.0679 -0.0612
H -2.25700 -5.80210 -3.83140 0.0095 -0.0606 -0.0400
H -1.01950 -6.67710 -1.88390 -0.0107 -0.1363 0.0395
```
Positions in Å, forces in eV/Å.

Summary:
Energy relative to the best compared isomer or geometry (same formula, charge and spin)   17.06 kcal per mole
HOMO   -0.498 hartree
Gap between HOMO and LUMO   7.51 eV
Energy   -6443.83066 hartree
Net charge   +2
LUMO energy   -0.222 Eh
Maximum force   1.1 eV Å⁻¹

Results of the Löwdin charge analysis, in e, for atoms 1 through 4: 0.2509 -0.0043 -0.2478 0.1463

(3)
ClI2O4V2 as an isolated structure at a distorted geometry, computed with ωB97M-V/def2-TZVPD.

The geometry in XYZ format:
```
9
Properties=species:S:1:pos:R:3:forces:R:3
O 2.11692 -1.09912 1.33001 -2.5106 -1.9378 1.1716
V 0.70875 -1.84869 1.63953 0.1709 4.3468 -0.1789
O 0.73924 -2.46556 3.07903 0.4886 -0.3750 -0.6592
O 1.15179 1.22127 -2.35360 -3.4647 -0.8836 1.1281
V -0.21846 0.85740 -1.52689 2.9315 1.5908 -1.4172
O 0.29955 -0.27451 -0.52045 -1.0462 0.1340 -0.3357
Cl -1.34406 -0.37480 2.01091 1.8330 -1.4696 -0.2256
I -0.68709 3.66351 -0.82925 0.1608 -1.4780 -0.0400
I -2.76664 0.32050 -2.82930 1.4366 0.0724 0.5569
```
Positions in Å, forces in eV/Å.

Summary:
Energy relative to the best compared isomer or geometry (same formula, charge and spin)   0.00 kcal per mole
HOMO   -0.202 hartree
Gap between HOMO and LUMO   5.53 eV
Energy   -3244.71070 hartree
Net charge   -1
LUMO energy   0.001 Eh
Maximum force   4.4 eV Å⁻¹

Results of the Löwdin charge analysis, in e, for atoms 1 through 4: -0.3517 0.8369 -0.3724 -0.4642

(4)
C23H24F6IrO6Se2 as an isolated structure at a distorted geometry, computed with ωB97M-V/def2-TZVPD.

The geometry in XYZ format:
```
62
Properties=species:S:1:pos:R:3:forces:R:3
Ir 0.19343 -0.56119 0.62748 0.5547 0.3756 -1.1021
O 0.86529 1.50108 -0.32818 0.0210 -0.2201 0.0648
C 0.17095 2.68760 0.11727 -0.1446 0.4861 0.3088
C -0.82893 2.25860 1.22950 0.2032 -0.2507 -0.9899
O -1.51887 3.04081 1.83330 0.1506 0.0720 0.1317
O -0.94356 0.97014 1.26872 -0.7645 -0.1096 1.6045
C 1.19099 3.72132 0.58345 0.0676 -0.0847 -0.1720
C 2.18482 4.08849 -0.32545 -0.0143 0.0492 -0.0077
C 3.16324 5.00030 0.02985 -0.0065 -0.0096 -0.0257
C 3.14907 5.57238 1.29656 0.0188 -0.0035 -0.0149
C 2.15257 5.22702 2.19326 0.0353 -0.0078 0.0201
C 1.17503 4.30357 1.84240 -0.0182 -0.0722 0.1027
C -0.63179 3.24696 -1.05217 0.0256 -0.1843 -0.0955
C -0.61992 2.62148 -2.29217 -0.0371 -0.0155 0.0405
C -1.34062 3.15903 -3.35260 0.0000 -0.0086 -0.0028
C -2.07528 4.32001 -3.18040 0.0066 -0.0041 -0.0033
C -2.08785 4.94554 -1.93973 0.0012 -0.0037 0.0083
C -1.37055 4.41511 -0.88141 0.0242 -0.0058 0.0194
H 1.70377 1.45947 0.15758 0.0896 -0.0076 -0.0121
H 2.17978 3.65704 -1.31985 0.0133 -0.0031 -0.0073
H 3.93137 5.27241 -0.68266 -0.0017 -0.0022 0.0022
H 3.91075 6.28784 1.57832 -0.0008 0.0007 -0.0029
H 2.13368 5.67067 3.18023 -0.0043 -0.0026 -0.0034
H 0.39966 4.04786 2.55009 0.0152 -0.0150 -0.0138
H -0.04717 1.71517 -2.42783 0.0072 -0.0095 -0.0242
H -1.32276 2.66500 -4.31587 0.0010 0.0002 0.0002
H -2.63451 4.73919 -4.00694 0.0021 -0.0018 0.0024
H -2.65852 5.85401 -1.79604 0.0012 -0.0045 0.0025
H -1.38458 4.89931 0.08527 -0.0026 0.0058 0.0231
O -1.77219 -3.35353 1.74654 -0.0167 -0.0328 -0.0003
C -2.11691 -4.31527 0.76925 -0.0112 -0.0194 0.0089
C -1.43178 -3.97913 -0.55147 0.0820 0.0783 0.0112
C -1.77234 -5.15248 -1.49861 0.0023 -0.0007 -0.0055
O -1.17702 -5.05275 -2.77618 0.0310 0.0395 -0.0005
C -1.95095 -2.69678 -1.20670 -0.0090 -0.0384 0.0536
Se -1.90128 -0.99905 -0.24621 0.0635 0.0078 -0.1490
C 0.08768 -3.94343 -0.41661 0.0297 0.0366 -0.0361
Se 0.98927 -2.64758 0.73215 -0.0962 -0.2931 0.1246
H -2.17516 -3.58315 2.58932 -0.0194 -0.0007 0.0044
H -3.20198 -4.34957 0.61262 -0.0123 0.0223 0.0059
H -1.78925 -5.31347 1.08527 -0.0257 -0.0170 -0.0279
H -2.86180 -5.24509 -1.57716 -0.0053 0.0065 -0.0027
H -1.39017 -6.07803 -1.06400 -0.0074 0.0010 -0.0054
H -1.65498 -4.40614 -3.30376 -0.0296 -0.0327 -0.0154
H -3.00610 -2.81728 -1.46415 -0.0088 -0.0001 0.0133
H -1.39594 -2.51879 -2.12960 -0.0067 -0.0011 -0.0064
H 0.52039 -3.75214 -1.40061 0.0073 -0.0893 0.0042
H 0.45907 -4.91217 -0.07793 -0.0394 0.0028 0.0426
C 3.87147 1.26911 1.08768 -0.0097 0.0990 0.0573
C 3.27838 0.13281 1.92122 0.0870 -0.3074 0.0586
O 2.04066 -0.28364 1.54793 -0.1991 0.4703 0.0900
C 3.21999 0.57026 3.40412 -0.0582 0.0831 -0.0090
F 2.42639 1.64660 3.52133 -0.0562 0.0682 -0.0144
F 2.72353 -0.37543 4.20297 -0.0313 -0.0684 0.0158
F 4.42692 0.91322 3.88828 0.0664 0.0453 -0.0025
C 4.22972 -1.09075 1.77899 -0.0156 -0.0226 -0.0696
F 4.24230 -1.49140 0.49007 -0.0190 0.0221 0.0373
F 5.50296 -0.82504 2.11327 0.0138 0.0191 0.0253
F 3.83736 -2.14003 2.51084 -0.0017 0.0089 -0.0209
H 3.36820 2.21372 1.29265 -0.0742 -0.0309 0.0722
H 3.75462 1.02239 0.03258 0.1013 -0.0484 -0.0439
H 4.92821 1.40525 1.30949 0.0246 0.0287 -0.0695
```
Positions in Å, forces in eV/Å.

Summary:
Energy relative to the best compared isomer or geometry (same formula, charge and spin)   0.00 kcal per mole
HOMO (spin up / spin down)   -0.323 / -0.325 hartree
Gap between HOMO and LUMO (spin up / spin down)   6.64 / 6.72 eV
Spin multiplicity   2
Energy   -6848.65091 hartree
<S²>   0.83
LUMO energy (spin up / spin down)   -0.079 / -0.078 Eh
Maximum force   1.8 eV Å⁻¹

Results of the natural (NBO) charge analysis, in e, for atoms 1 through 4: 0.7691 -0.7218 0.0825 0.7910